Record 1
C20H46OP4Ru | ωB97M-V with the def2-TZVPD basis set

Calculated values
gap between HOMO and LUMO (alpha / beta) = 0.275 / 0.216 hartree
LUMO energy (alpha / beta) = -0.28931 / -0.43209 Ha
spin multiplicity = 6
ΔE to the lowest compared entry with this formula, charge and spin = 2.3 kcal/mol
expectation value of S² = 8.765
total energy = -2324.0565 Eh
total charge = +3
E_HOMO (alpha / beta) = -15.349 / -17.639 eV

CARTESIAN COORDINATES (ANGSTROEM)
1 O -1.374 -1.522 -3.409
2 H 0.470 -4.094 2.544
3 H 1.759 -2.871 2.690
4 C 2.651 0.320 -1.735
5 C -1.235 2.767 1.081
6 C 1.892 -0.733 3.936
7 H -0.568 -1.432 -3.926
8 H 3.801 1.839 0.639
9 H 1.416 3.978 1.389
10 H -4.316 2.556 -2.334
11 H -0.938 3.298 1.996
12 H -1.872 1.907 1.332
13 C -2.476 -0.253 -1.712
14 H 2.768 -1.143 3.418
15 C -0.474 0.826 3.901
16 P -0.017 -2.180 1.137
17 H -1.145 -0.041 3.892
18 H 0.249 -3.142 -1.074
19 H 2.597 -2.567 -0.543
20 P 0.249 2.177 0.195
21 H 2.501 3.188 0.194
22 H -4.619 -0.923 -3.909
23 H -3.018 2.500 -4.430
24 C 2.046 1.963 3.329
25 H 4.203 -1.790 -0.649
26 H -2.105 -3.016 2.013
27 H -1.009 1.705 3.523
28 H 2.976 1.628 3.808
29 C -0.182 2.362 -1.558
30 H -1.786 3.450 0.419
31 C -4.136 -1.889 -3.703
32 C -3.016 -2.228 -4.389
33 C -2.822 1.760 -3.654
34 H -1.260 2.218 -1.677
35 C -0.537 -3.176 -0.307
36 H -1.216 -2.059 3.252
37 H -4.699 -2.621 -3.116
38 H -2.080 -1.215 1.920
39 H 2.242 -0.227 4.847
40 H -3.964 0.751 -0.560
41 P 2.545 -0.183 0.018
42 H 1.501 2.577 4.058
43 H 0.099 3.363 -1.908
44 H -1.459 -2.768 -0.740
45 H 4.041 0.524 1.830
46 C -3.394 0.786 -1.488
47 H 3.476 -0.226 -2.212
48 C -1.506 -2.112 2.193
49 H -0.153 1.022 4.934
50 H 3.527 -2.223 0.951
51 C -1.921 0.744 -3.901
52 H 4.853 0.465 0.240
53 H 0.336 1.618 -2.172
54 C 3.281 -1.859 -0.055
55 C 3.932 0.758 0.763
56 C 1.477 3.532 0.389
57 H -2.436 -1.108 -1.049
58 C -1.819 -0.269 -2.949
59 H 2.834 1.399 -1.828
60 H -1.428 0.623 -4.874
61 H 1.218 -1.544 4.238
62 H -2.537 -3.187 -4.187
63 H -0.699 -4.221 0.005
64 C -3.554 1.777 -2.457
65 H 1.718 0.054 -2.246
66 P 1.021 0.502 2.881
67 H -2.721 -1.714 -5.316
68 H 1.701 -3.912 1.248
69 Ru 0.492 -0.007 0.752
70 H 1.227 4.309 -0.346
71 H 2.302 2.586 2.468
72 C 1.090 -3.377 1.988

Let us look at the Mulliken charges, expressed in e, one per atom: atom 1 (O): -0.46, atom 2 (H): 0.45, atom 3 (H): 0.28, atom 4 (C): -1.18, atom 5 (C): -1.54, atom 6 (C): -1.58, atom 7 (H): 0.45, atom 8 (H): 0.28, atom 9 (H): 0.47, atom 10 (H): 0.51, atom 11 (H): 0.44, atom 12 (H): 0.33, atom 13 (C): 0.14, atom 14 (H): 0.41, atom 15 (C): -1.31, atom 16 (P): 1.22, atom 17 (H): 0.27, atom 18 (H): 0.27, atom 19 (H): 0.37, atom 20 (P): 1.10, atom 21 (H): 0.28, atom 22 (H): 0.30, atom 23 (H): 0.53, atom 24 (C): -1.34, atom 25 (H): 0.61, atom 26 (H): 0.53, atom 27 (H): 0.33, atom 28 (H): 0.52, atom 29 (C): -0.80, atom 30 (H): 0.52, atom 31 (C): -0.42, atom 32 (C): 0.05, atom 33 (C): -0.73, atom 34 (H): -0.13, atom 35 (C): -1.15, atom 36 (H): 0.38, atom 37 (H): 0.32, atom 38 (H): 0.32, atom 39 (H): 0.55, atom 40 (H): 0.52, atom 41 (P): 1.13, atom 42 (H): 0.40, atom 43 (H): 0.56, atom 44 (H): 0.22, atom 45 (H): 0.32, atom 46 (C): -0.68, atom 47 (H): 0.57, atom 48 (C): -1.44, atom 49 (H): 0.47, atom 50 (H): 0.35, atom 51 (C): -0.69, atom 52 (H): 0.49, atom 53 (H): 0.11, atom 54 (C): -1.40, atom 55 (C): -1.23, atom 56 (C): -1.54, atom 57 (H): 0.25, atom 58 (C): 0.59, atom 59 (H): 0.37, atom 60 (H): 0.56, atom 61 (H): 0.43, atom 62 (H): 0.29, atom 63 (H): 0.51, atom 64 (C): -0.98, atom 65 (H): 0.08, atom 66 (P): 0.90, atom 67 (H): 0.31, atom 68 (H): 0.43, atom 69 (Ru): 0.16, atom 70 (H): 0.55, atom 71 (H): 0.19, atom 72 (C): -1.42

Record 2
C5H11N3 | ωB97M-V with the def2-TZVPD basis set

Calculated values
gap between HOMO and LUMO = 0.336 hartree
LUMO energy = 0.04095 Ha
spin multiplicity = 1
ΔE to the lowest compared entry with this formula, charge and spin = 69.2 kcal/mol
total energy = -361.2791 Eh
E_HOMO = -8.036 eV

CARTESIAN COORDINATES (ANGSTROEM)
1 N 0.894 1.150 -0.246
2 N 1.933 1.223 0.703
3 C 0.224 -0.155 -0.170
4 C -1.908 -1.477 -0.306
5 H 2.331 2.066 -1.322
6 C 0.456 -0.430 1.352
7 N 1.475 1.545 -1.538
8 H 2.252 0.407 2.419
9 H -1.672 -2.464 -0.758
10 C 1.717 0.337 1.533
11 H 0.786 -0.823 -0.834
12 H -1.196 -0.030 -1.640
13 H -3.011 -1.323 -0.549
14 H -1.870 0.635 -0.184
15 H 0.315 -1.393 1.654
16 H -1.973 -1.579 0.709
17 C -1.226 -0.154 -0.654
18 H 0.821 2.218 -2.000
19 H -0.347 0.248 1.832

Let us look at the natural (NBO) charges, expressed in e, one per atom: atom 1 (N): -0.16, atom 2 (N): -0.23, atom 3 (C): -0.06, atom 4 (C): -0.61, atom 5 (H): 0.37, atom 6 (C): -0.47, atom 7 (N): -0.69, atom 8 (H): 0.19, atom 9 (H): 0.22, atom 10 (C): 0.04, atom 11 (H): 0.19, atom 12 (H): 0.20, atom 13 (H): 0.21, atom 14 (H): 0.21, atom 15 (H): 0.23, atom 16 (H): 0.20, atom 17 (C): -0.39, atom 18 (H): 0.35, atom 19 (H): 0.21

Record 3
C5H6N2 | ωB97M-V with the def2-TZVPD basis set

Calculated values
gap between HOMO and LUMO = 0.351 hartree
LUMO energy = 0.03312 Ha
spin multiplicity = 1
ΔE to the lowest compared entry with this formula, charge and spin = 81.3 kcal/mol
total energy = -303.5066 Eh
E_HOMO = -8.650 eV

CARTESIAN COORDINATES (ANGSTROEM)
1 H -0.476 2.058 -0.710
2 H -0.751 -0.560 -2.011
3 H -2.158 1.224 -0.649
4 H 0.926 -1.083 2.912
5 C 0.454 -0.850 1.888
6 C 0.500 -0.322 -0.331
7 H 0.431 0.892 -2.363
8 H 1.925 -1.780 0.688
9 C -0.079 0.252 -1.548
10 N -0.423 0.247 0.401
11 C 1.134 -1.159 0.638
12 C -0.959 1.108 -0.688
13 N -0.524 -0.028 1.772

Let us look at the natural (NBO) charges, expressed in e, one per atom: atom 1 (H): 0.20, atom 2 (H): 0.23, atom 3 (H): 0.22, atom 4 (H): 0.21, atom 5 (C): -0.02, atom 6 (C): 0.15, atom 7 (H): 0.23, atom 8 (H): 0.21, atom 9 (C): -0.43, atom 10 (N): -0.17, atom 11 (C): -0.37, atom 12 (C): -0.19, atom 13 (N): -0.28

Record 4
C38H37F5GeIN2O3STcTe | ωB97M-V with the def2-TZVPD basis set

Calculated values
gap between HOMO and LUMO (alpha / beta) = 0.214 / 0.233 hartree
LUMO energy (alpha / beta) = 0.06286 / 0.05609 Ha
spin multiplicity = 2
ΔE to the lowest compared entry with this formula, charge and spin = 21.8 kcal/mol
expectation value of S² = 0.758
total energy = -5426.4568 Eh
total charge = -1
E_HOMO (alpha / beta) = -4.112 / -4.823 eV

CARTESIAN COORDINATES (ANGSTROEM)
1 H -1.289 0.529 4.714
2 I 3.237 -1.255 -5.684
3 C -1.814 2.136 -1.531
4 C -1.556 -4.289 -0.762
5 C 2.674 -0.809 -2.753
6 H -1.914 -4.065 0.237
7 C -5.287 -0.039 -1.038
8 C -4.506 -0.914 -0.057
9 H -4.636 0.297 -1.853
10 C -0.816 1.426 2.802
11 C 4.550 1.110 -2.310
12 C -3.854 1.483 5.285
13 C 1.129 5.478 -0.351
14 C 4.426 -2.654 1.778
15 C 4.415 0.601 -3.591
16 H -3.409 0.455 3.446
17 H 5.027 0.967 -4.406
18 H -1.332 2.289 4.714
19 H 4.079 -0.763 4.585
20 H -3.439 3.036 -4.366
21 N -0.355 0.249 -1.129
22 H -2.536 -5.875 -3.601
23 H -5.676 0.855 -0.539
24 H -0.255 -5.185 -4.287
25 C 3.723 0.632 -1.306
26 Ge -0.622 -0.320 1.918
27 C 1.547 3.204 -1.811
28 F 0.929 6.586 0.375
29 C -1.905 -5.320 -2.915
30 F 1.721 4.516 -3.756
31 F 0.970 4.200 1.589
32 F 1.292 6.790 -2.318
33 C -1.211 0.967 -1.978
34 H 1.918 -1.578 -2.881
35 C -2.366 -5.002 -1.642
36 C -2.400 -1.058 1.399
37 H 6.055 -2.084 5.300
38 C -3.113 1.379 3.953
39 H -3.065 3.797 -2.033
40 H 5.267 1.891 -2.095
41 H -2.737 0.239 -0.278
42 H 1.174 -3.913 -2.734
43 C -2.612 2.878 -2.387
44 H -0.272 -1.343 3.022
45 C -2.239 1.269 -4.130
46 H -2.900 -1.341 2.334
47 H -3.576 0.660 5.951
48 H -1.633 2.448 -0.508
49 H -4.939 1.449 5.144
50 O 2.491 -0.474 1.133
51 H -2.397 0.928 -5.145
52 C 1.155 4.247 0.265
53 C 3.920 -1.671 2.669
54 C -0.285 -3.873 -1.156
55 H 6.921 -3.866 3.784
56 C 1.523 4.438 -2.435
57 C 5.598 -2.258 4.332
58 C 0.176 -4.206 -2.428
59 Tc 0.942 -0.150 -0.080
60 C 5.497 -3.446 2.244
61 C -3.313 -0.179 0.548
62 H -3.409 2.211 3.302
63 C 4.511 -1.507 3.928
64 C 1.357 3.034 -0.428
65 O 1.373 1.920 0.245
66 H -3.356 -5.311 -1.326
67 H -5.171 -1.260 0.743
68 C 6.086 -3.242 3.479
69 C 2.757 -0.738 2.413
70 H -3.678 0.670 1.140
71 C 3.473 -0.390 -3.801
72 N 2.789 -0.296 -1.533
73 H -2.195 -1.990 0.859
74 H 3.797 0.992 -0.291
75 H 5.864 -4.227 1.590
76 C -1.596 1.403 4.123
77 H -3.613 2.422 5.795
78 C -2.824 2.451 -3.692
79 H -1.271 2.135 2.098
80 H -4.141 -1.807 -0.577
81 S 3.922 -2.972 0.117
82 C -1.442 0.525 -3.273
83 Te 0.961 -2.848 0.226
84 H -6.132 -0.576 -1.477
85 F 1.776 2.139 -2.599
86 C -0.629 -4.928 -3.302
87 C 1.308 5.589 -1.715
88 H -0.972 -0.399 -3.596
89 H 0.208 1.763 2.968
90 O 2.148 -0.263 3.339

Let us look at the Mulliken charges, expressed in e, one per atom: atom 1 (H): 0.30, atom 2 (I): 0.04, atom 3 (C): 1.02, atom 4 (C): -0.42, atom 5 (C): 0.04, atom 6 (H): 0.44, atom 7 (C): -1.17, atom 8 (C): -0.44, atom 9 (H): 0.14, atom 10 (C): -0.75, atom 11 (C): -1.15, atom 12 (C): -1.54, atom 13 (C): 0.20, atom 14 (C): 0.76, atom 15 (C): -0.21, atom 16 (H): -0.05, atom 17 (H): 0.38, atom 18 (H): 0.44, atom 19 (H): 0.42, atom 20 (H): 0.41, atom 21 (N): -0.32, atom 22 (H): 0.36, atom 23 (H): 0.28, atom 24 (H): 0.40, atom 25 (C): -0.75, atom 26 (Ge): 1.16, atom 27 (C): -0.22, atom 28 (F): -0.33, atom 29 (C): -0.42, atom 30 (F): -0.34, atom 31 (F): -0.35, atom 32 (F): -0.35, atom 33 (C): -0.48, atom 34 (H): 0.15, atom 35 (C): -0.62, atom 36 (C): 0.20, atom 37 (H): 0.37, atom 38 (C): 0.41, atom 39 (H): 0.47, atom 40 (H): 0.48, atom 41 (H): -1.01, atom 42 (H): 0.43, atom 43 (C): -1.09, atom 44 (H): -0.17, atom 45 (C): -0.77, atom 46 (H): 0.44, atom 47 (H): 0.32, atom 48 (H): 0.32, atom 49 (H): 0.41, atom 50 (O): 0.29, atom 51 (H): 0.42, atom 52 (C): -0.01, atom 53 (C): 0.09, atom 54 (C): 0.22, atom 55 (H): 0.35, atom 56 (C): 0.23, atom 57 (C): -0.61, atom 58 (C): -0.33, atom 59 (Tc): 0.61, atom 60 (C): -0.76, atom 61 (C): 1.25, atom 62 (H): 0.29, atom 63 (C): -0.69, atom 64 (C): 0.00, atom 65 (O): 0.14, atom 66 (H): 0.38, atom 67 (H): 0.40, atom 68 (C): -0.45, atom 69 (C): 0.07, atom 70 (H): 0.13, atom 71 (C): -0.54, atom 72 (N): 0.99, atom 73 (H): -1.02, atom 74 (H): 0.66, atom 75 (H): 0.40, atom 76 (C): -1.16, atom 77 (H): 0.35, atom 78 (C): -0.62, atom 79 (H): 0.29, atom 80 (H): 0.18, atom 81 (S): -0.34, atom 82 (C): -0.66, atom 83 (Te): 0.35, atom 84 (H): 0.42, atom 85 (F): -0.49, atom 86 (C): -0.63, atom 87 (C): 0.71, atom 88 (H): 0.48, atom 89 (H): 0.39, atom 90 (O): -0.62

> Which of these has the highest ΔE to the lowest compared entry with this formula, charge and spin?

C5H6N2